1.
Entry from OMol25: a gas-phase ion, C18H31N2O2 (charge +1) (ωB97M-V/def2-TZVPD).

The geometry in XYZ format:
```
53
C18H31N2O2 | OMol25 | ωB97M-V/def2-TZVPD
O 1.9933 0.6296 1.7057
O 0.8609 1.8452 -0.7476
N 1.2443 -1.5433 0.2718
N 3.3910 -0.3716 -0.4994
C 2.4337 -2.2079 0.8451
C 2.6573 1.6286 0.9386
C 1.6567 2.5335 0.1870
C -0.9464 1.3580 0.8582
C -4.0633 -1.7125 1.0950
C -2.9078 0.2055 -0.0018
C -5.1924 0.5370 0.9956
C -1.0946 0.8015 -1.4635
C -3.0441 -0.3537 -2.4760
C -0.0109 -2.1306 0.7469
C 2.4997 -0.5737 -1.6079
C 3.7009 0.9272 0.0117
C 1.3397 -1.5154 -1.2005
C 3.7031 -1.5733 0.2084
C -2.3425 0.2257 -1.2852
C -0.3797 1.3639 -0.4067
C -4.2497 -0.4302 0.2770
C -2.1950 0.7841 1.0380
H -0.1054 -3.1523 0.3809
H 2.1078 0.3903 -1.9278
H 1.3194 -0.5581 0.6244
H -4.7187 -0.7016 -0.6701
H 4.6271 0.8320 0.5816
H -3.2741 -1.4073 -2.3238
H -5.0290 -2.1700 1.2915
H 3.2206 2.2905 1.6089
H 4.4410 -1.3672 0.9815
H 2.4199 -2.0542 1.9242
H -3.9800 0.1711 -2.6590
H 4.1447 -2.2884 -0.4969
H -0.0256 -2.1446 1.8349
H 2.3821 -3.2777 0.6373
H -2.6198 0.7962 2.0293
H 2.2311 3.2642 -0.3894
H 1.5142 -2.5354 -1.5486
H 1.0377 3.0832 0.9044
H -2.4267 -0.2599 -3.3655
H -0.8564 -1.5423 0.3925
H 1.5190 1.0495 2.4318
H -0.4626 1.8152 1.7073
H 0.3936 -1.1588 -1.6092
H 3.0406 -1.0241 -2.4519
H -5.2619 1.4749 0.4498
H -4.8531 0.7499 2.0057
H -3.4492 -2.4312 0.5543
H -3.5872 -1.4989 2.0493
H -0.6576 0.8559 -2.4496
H -6.1866 0.1024 1.0601
H 3.8963 1.6001 -0.8268
```

* charge: +1
* SMILES: Cc1cc(OC[C@@H](O)CN2CC[NH+](C)CC2)ccc1C(C)C
* Kohn-Sham gap: 9.05 eV
* total energy: -964.2384 Eh



2.
Entry from OMol25: a single C18H31N3O molecule (ωB97M-V/def2-TZVPD).

The geometry in XYZ format:
```
53
C18H31N3O | OMol25 | ωB97M-V/def2-TZVPD
O 0.8808 -5.9733 1.8364
N 3.4697 2.5065 -0.2833
N -0.4530 1.2966 1.5893
N 0.8973 4.3377 1.1555
C -0.0028 2.7977 -0.5216
C 2.2270 -6.3670 1.8378
C -1.3556 -4.1971 -0.6025
C 0.4310 -5.5903 0.5503
C -1.8897 -2.7623 -0.4510
C -1.9887 2.8931 -2.1535
C -1.2880 0.4317 -2.5558
C 1.1534 3.7665 -0.1568
C -1.7960 -1.9455 -1.7598
C -0.3030 1.9881 0.6598
C 1.6508 3.6811 3.3461
C -2.3087 1.4086 -1.9296
C -1.2753 3.5546 -0.9685
C -0.8996 -0.7026 -1.5832
C 3.1033 5.1522 1.9005
C 2.4140 3.0244 -0.2513
C 1.8263 4.3836 2.0374
C -0.8085 -4.7409 0.7320
H -1.0222 -0.3568 -0.5626
H -2.7815 -1.5958 -2.0540
H -1.0639 4.5910 -1.2068
H 3.1357 5.9733 2.6068
H -1.3657 -2.5800 -2.5284
H 2.3661 -7.3554 1.3956
H -0.5938 -3.9491 1.4421
H 0.1307 -1.0116 -1.7450
H 3.9295 4.4881 2.1628
H 3.2857 5.4765 0.8838
H 1.0975 4.5566 -0.9091
H -2.9459 3.4017 -2.2418
H 0.1845 -6.4965 -0.0108
H 2.8701 -5.6447 1.3321
H -1.4549 3.0504 -3.0873
H -3.2816 1.1942 -2.3620
H 1.1998 -5.0231 0.0223
H 1.8943 4.3649 4.1635
H 2.3324 2.8392 3.4157
H -2.1822 -4.8410 -0.8902
H 2.5489 -6.4227 2.8727
H -1.7540 -0.0613 -3.4034
H -0.3852 0.9401 -2.8776
H -2.9256 -2.8087 -0.1289
H -1.5668 -5.3868 1.1666
H -0.5901 -4.2436 -1.3739
H -1.3139 -2.2768 0.3296
H 0.6230 3.3850 3.4976
H -2.4180 1.1965 -0.8688
H 0.3423 2.1536 -1.3226
H -1.9799 3.4994 -0.1464
```

* SMILES: COCCCCCCCCCC[C@H](C#N)[C@H](C#N)N=C(C)C
* Kohn-Sham gap: 9.28 eV
* total energy: -943.8536 Eh



3.
Entry from OMol25: 3 unconnected molecules or ions with the total composition C18H31N3O7S4 (ωB97M-V/def2-TZVPD).

The geometry in XYZ format:
```
63
C18H31N3O7S4 | OMol25 | ωB97M-V/def2-TZVPD
S 2.8789 1.3004 -2.0062
S -4.4599 -0.0872 0.4770
S 4.2997 -3.5255 -6.6419
S -5.3853 3.3989 6.1536
O 0.4120 -2.9695 -2.3985
O -4.8772 3.7804 4.6650
O -3.9479 0.2956 -1.0093
O -3.5337 0.4457 1.4435
O -4.4533 3.9258 7.1157
O -5.7909 2.0177 6.1647
O -4.8591 -1.4699 0.4883
N 2.6026 -3.7707 -2.0963
N 3.5561 -3.8107 -5.1234
N 5.3635 -2.2097 -6.2512
C 5.7704 1.6684 -2.0645
C 3.1123 -4.8106 -1.1431
C 5.1293 -2.0222 -4.8370
C 4.4113 -1.8147 -1.6926
C 4.0562 -2.9298 -4.0979
C 4.4063 2.1644 -1.3796
C -5.9193 0.9158 0.4734
C 5.5022 -0.8908 -2.4097
C 3.6552 -2.8460 -2.5578
C 6.2862 0.2221 -1.5231
C 1.2104 -2.4207 -0.1479
C -2.6195 -0.0686 -1.3866
C -2.5155 -1.5455 -1.7167
C 1.4002 -3.0663 -1.5994
C -6.8399 4.4091 6.1560
C 5.8621 -0.9739 -3.9089
C -3.5523 3.4103 4.2818
C -3.4574 1.9329 3.9504
H -4.2256 1.6482 3.2307
H -6.5433 5.4557 6.1005
H -6.5367 0.6371 -0.3802
H -6.4590 0.7240 1.4014
H -7.3770 4.2193 7.0857
H -3.2806 -1.8348 -2.4415
H -3.6071 1.3196 4.8423
H -2.3726 0.5148 -2.2769
H 4.2838 3.2864 -1.6474
H -2.8334 3.6891 5.0581
H -1.9055 0.2140 -0.6069
H -2.4761 1.6920 3.5368
H 1.9224 1.2222 -0.9924
H -5.6278 1.9639 0.4182
H 6.0999 0.0860 -0.3940
H -1.5307 -1.7812 -2.1251
H 2.7646 -4.6853 -0.0620
H -7.4619 4.1341 5.3045
H -3.3066 3.9932 3.3905
H 4.1747 -1.7485 -0.5742
H 4.5136 2.1430 -0.2270
H 7.4145 0.0912 -1.6862
H 4.2661 -4.7425 -1.1675
H 6.5689 2.4812 -1.8423
H 2.8187 -5.8445 -1.5701
H 6.6324 -0.2642 -4.3739
H 0.1817 -1.8917 -0.0890
H 2.0113 -1.6414 0.0914
H 5.6746 1.6622 -3.2172
H -2.6663 -2.1595 -0.8254
H 1.1794 -3.2387 0.6610
```

* SMILES: CC(=O)N(C)c1cc(CCCS)cc2nsnc12.CCOS(C)(=O)=O.CCOS(C)(=O)=O
* Kohn-Sham gap: 7.39 eV
* total energy: -2987.8830 Eh



4.
Entry from OMol25: a molecular structure, C18H31O7P (ωB97M-V/def2-TZVPD).

The geometry in XYZ format:
```
57
C18H31O7P | OMol25 | ωB97M-V/def2-TZVPD
P -1.7752 0.6296 -0.4164
O 1.9851 -4.4794 -0.2813
O 1.0692 -3.7915 2.2941
O -3.3877 -1.0664 0.1540
O -2.2851 1.9501 0.4873
O -0.2090 0.9165 -0.3991
O -2.3755 0.6379 -1.8667
O 0.9234 -3.3881 -2.3933
C 2.2681 2.7777 -0.4053
C -1.0234 4.7296 0.0286
C -0.5544 -2.0913 -0.6687
C -2.0132 -0.7003 0.5013
C 0.4196 -3.0296 -1.1890
C 0.3363 -2.7968 -3.2943
C -1.7805 4.1106 -1.0016
C -2.2552 5.1208 -1.8355
C 0.5765 -3.2313 1.3064
C -0.9546 -1.7398 0.4897
C 1.0103 -3.7013 -0.0547
C 0.7056 1.0051 0.5263
C -0.2376 -2.2494 1.4248
C -2.8208 3.0501 -0.6438
C 3.1451 1.0453 1.1953
C 0.6582 -3.6160 3.7502
C 2.0730 1.1428 0.1299
C 2.0466 -5.7690 0.4977
H -0.4591 4.0242 0.7331
H -0.9933 3.3988 -1.5117
H 4.2125 1.5270 1.0285
H 0.6627 0.1102 1.0277
H 3.4254 2.8295 -0.8755
H 0.9978 -3.0638 -4.1618
H -1.1602 -1.6065 -1.6323
H 1.4697 2.6089 -1.1754
H -3.0541 4.4991 -2.8147
H 2.9860 -6.2394 -0.0779
H 0.4003 -1.6027 -3.5071
H -1.4736 5.4781 0.6955
H -2.1278 -0.2387 1.7272
H 2.1570 3.3820 0.2221
H -0.2552 -3.9233 3.7509
H 0.3465 1.7086 1.1973
H -3.5980 3.6043 0.3232
H -0.8058 -1.9291 2.5950
H -3.1218 5.5850 -1.2374
H 0.8177 -2.4729 3.9557
H -0.1783 5.3369 -0.3135
H 2.6664 -5.3715 1.4402
H -0.7040 -2.9629 -3.4679
H 3.0800 0.3344 1.6834
H 1.2708 -6.2605 0.7400
H 2.3895 0.5267 -0.8003
H -3.4925 -0.9359 -0.8876
H -3.3665 2.7389 -1.3097
H -1.6722 5.7497 -2.2683
H 1.1206 -4.3030 4.4727
H 2.9146 2.0022 2.1126
```

* Kohn-Sham gap: 8.38 eV
* total energy: -1571.8372 Eh



The lowest Kohn-Sham gap belongs to which entry?
C18H31N3O7S4